Entry 1:
Here is a 2-piece molecular cluster, C5H10O overall from the OMol25 dataset. Energies are from wB97M-V/def2-TZVPD.

Structure (XYZ):
```
16
Properties=species:S:1:pos:R:3
O -1.914 0.659 -0.247
C -0.344 1.173 1.496
C -1.532 0.472 0.883
C 1.499 0.137 0.181
C -0.034 -1.055 -1.991
C 0.731 0.141 1.264
H 1.464 0.948 -0.542
H 0.744 -0.705 1.948
H -0.465 -0.261 -1.385
H -0.505 1.378 2.560
H -0.142 2.103 0.957
H -0.668 -1.167 -2.868
H -1.966 -0.338 1.506
H -0.016 -1.985 -1.415
H 0.985 -0.809 -2.304
H 2.162 -0.691 -0.044
```

Calculated values
LUMO energy = 0.86 eV
total energy = -271.69387 hartree
SMILES = C=CCC=O.C
total charge = 0

natural (NBO) population analysis, charges in e, atoms 1 to 4:
1. O -0.529
2. C -0.545
3. C 0.455
4. C -0.355

=====

Entry 2:
Here is one molecule with the formula C5H10O from the OMol25 dataset. Energies are from wB97M-V/def2-TZVPD.

Structure (XYZ):
```
16
Properties=species:S:1:pos:R:3
O 1.137 2.385 1.242
C -0.414 -1.075 0.441
C -1.844 -0.567 0.262
C 1.498 1.473 0.557
C 0.542 -0.524 -0.642
C 0.746 0.991 -0.684
H 0.055 -0.755 1.384
H -1.962 0.492 0.452
H -0.185 1.549 -0.731
H -2.101 -0.874 -0.758
H 0.124 -0.862 -1.597
H 1.505 -1.003 -0.484
H -2.540 -1.158 0.859
H 1.417 1.173 -1.523
H -0.411 -2.160 0.448
H 2.432 0.913 0.774
```

Calculated values
LUMO energy = 1.05 eV
total energy = -271.73174 hartree
SMILES = CCCCC=O
total charge = 0

natural (NBO) population analysis, charges in e, atoms 1 to 4:
1. O -0.516
2. C -0.392
3. C -0.617
4. C 0.449

=====

Entry 3:
Here is a 2-piece molecular cluster, C5H10O overall from the OMol25 dataset. Energies are from wB97M-V/def2-TZVPD.

Structure (XYZ):
```
16
Properties=species:S:1:pos:R:3
O 2.320 -0.163 1.653
C -0.132 0.985 -0.311
C -1.101 -1.291 -0.739
C 0.127 -0.383 -0.878
C 1.382 -0.476 2.339
C -0.398 2.069 -1.033
H -1.374 -1.445 0.312
H 0.991 -0.834 -0.373
H 1.181 0.003 3.317
H -0.131 1.076 0.777
H 0.394 -0.290 -1.937
H -0.402 2.036 -2.121
H -1.964 -0.838 -1.240
H -0.923 -2.275 -1.187
H 0.658 -1.256 2.026
H -0.617 3.025 -0.567
```

Calculated values
LUMO energy = 0.67 eV
total energy = -271.68790 hartree
SMILES = C=CCC.C=O
total charge = 0

natural (NBO) population analysis, charges in e, atoms 1 to 4:
1. O -0.490
2. C -0.159
3. C -0.597
4. C -0.451

=====

Entry 4:
Here is one molecule with the formula C5H10O from the OMol25 dataset. Energies are from wB97M-V/def2-TZVPD.

Structure (XYZ):
```
16
Properties=species:S:1:pos:R:3
O 2.614 -0.571 -0.126
C -0.969 -0.900 -0.469
C 1.428 -0.497 0.798
C -0.581 1.195 0.028
C -1.851 0.350 -0.231
C 0.309 -0.072 -0.135
H -0.973 -1.239 -1.508
H -0.388 1.935 -0.755
H 1.120 -0.057 -0.914
H -2.506 0.264 0.643
H -1.214 -1.762 0.162
H -0.569 1.721 0.991
H 1.329 -1.519 1.175
H 1.633 0.204 1.616
H -2.464 0.668 -1.082
H 3.080 0.280 -0.195
```

Calculated values
LUMO energy = 1.03 eV
total energy = -271.67461 hartree
SMILES = OCC1CCC1
total charge = 0

natural (NBO) population analysis, charges in e, atoms 1 to 4:
1. O -0.758
2. C -0.398
3. C -0.068
4. C -0.403

=====

Entry 5:
Here is one molecule with the formula C5H10O from the OMol25 dataset. Energies are from wB97M-V/def2-TZVPD.

Structure (XYZ):
```
16
Properties=species:S:1:pos:R:3
O -1.332 -1.237 2.041
C 0.083 -0.518 0.245
C 1.134 -0.661 1.353
C -1.291 -0.738 0.939
C 0.313 0.768 -0.578
C -0.466 0.847 -1.888
H 0.101 1.651 0.038
H -0.294 1.803 -2.394
H 1.098 0.204 2.025
H -1.544 0.755 -1.725
H -0.168 0.048 -2.577
H 0.207 -1.358 -0.461
H 0.922 -1.540 1.961
H -2.306 -0.522 0.564
H 2.147 -0.736 0.948
H 1.390 0.826 -0.809
```

Calculated values
LUMO energy = 0.94 eV
total energy = -271.72919 hartree
SMILES = CC[C@@H](C)C=O
total charge = 0

natural (NBO) population analysis, charges in e, atoms 1 to 4:
1. O -0.528
2. C -0.323
3. C -0.605
4. C 0.420

=====

Entry 6:
Here is a 2-piece molecular cluster, C5H10O overall from the OMol25 dataset. Energies are from wB97M-V/def2-TZVPD.

Structure (XYZ):
```
16
Properties=species:S:1:pos:R:3
O -1.794 -0.078 -1.856
C -2.384 0.449 -0.932
C 1.036 0.136 0.497
C 2.296 -0.723 0.439
C -1.667 0.834 0.269
C -0.079 -0.440 -0.307
H -0.542 -1.362 0.020
H 0.669 0.253 1.516
H -0.982 1.660 0.158
H 3.075 -0.285 1.069
H 0.252 -0.581 -1.364
H -2.332 1.057 1.156
H 2.094 -1.737 0.799
H -3.477 0.561 -1.023
H 2.691 -0.800 -0.582
H 1.268 1.141 0.110
```

Calculated values
LUMO energy = 0.42 eV
total energy = -271.61870 hartree
total charge = 0

natural (NBO) population analysis, charges in e, atoms 1 to 4:
1. O -0.555
2. C 0.379
3. C -0.463
4. C -0.605

=====

Entry 7:
Here is one molecule with the formula C5H10O from the OMol25 dataset. Energies are from wB97M-V/def2-TZVPD.

Structure (XYZ):
```
16
Properties=species:S:1:pos:R:3
O 2.272 -0.360 -1.369
C -1.144 0.696 1.772
C 0.203 -1.547 -1.008
C -0.721 1.131 0.366
C 0.670 0.780 -0.107
C 1.015 -0.300 -0.811
H -1.272 -0.390 1.844
H -2.102 1.161 2.035
H -0.745 -1.518 -0.469
H -0.407 0.999 2.523
H -0.002 -1.746 -2.069
H -0.793 2.224 0.316
H -1.455 0.758 -0.360
H 2.255 -1.025 -2.069
H 1.446 1.532 0.027
H 0.782 -2.396 -0.621
```

Calculated values
LUMO energy = 0.92 eV
total energy = -271.72515 hartree
SMILES = CC/C=C(\C)O
total charge = 0

natural (NBO) population analysis, charges in e, atoms 1 to 4:
1. O -0.684
2. C -0.599
3. C -0.684
4. C -0.425

=====

Entry 8:
Here is one molecule with the formula C5H10O from the OMol25 dataset. Energies are from wB97M-V/def2-TZVPD.

Structure (XYZ):
```
16
Properties=species:S:1:pos:R:3
O -1.079 -1.746 0.066
C -0.015 1.776 0.170
C -0.752 0.675 -0.595
C -0.185 -0.652 -0.130
C -0.563 -1.086 1.215
C 1.161 -1.036 -0.727
H 1.129 -2.090 -1.011
H -0.367 1.806 1.207
H 1.994 -0.888 -0.033
H -0.148 2.769 -0.266
H -0.617 0.788 -1.678
H 0.149 -1.630 1.833
H 1.368 -0.449 -1.629
H -1.308 -0.513 1.769
H -1.829 0.712 -0.395
H 1.059 1.563 0.206
```

Calculated values
LUMO energy = 1.02 eV
total energy = -271.70717 hartree
SMILES = CC[C@@]1(C)CO1
total charge = 0

natural (NBO) population analysis, charges in e, atoms 1 to 4:
1. O -0.493
2. C -0.605
3. C -0.418
4. C 0.210

=====

Computed HOMO energy (eV) in order:
-9.59, -9.74, -9.64, -9.91, -9.68, -9.15, -8.40, -10.09
Computed orbital gap (eV) in order:
10.451, 10.797, 10.308, 10.932, 10.617, 9.567, 9.322, 11.107